Arrangement i

{
  "formula": "C3H5Cl2F",
  "method": "wB97M-V/def2-TZVPD",
  "multiplicity": 1,
  "smiles": "C/C(F)=C/Cl.Cl",
  "lumo_ha": 0.024,
  "homo_lumo_gap_ev": 10.000,
  "symbols": ["C", "C", "C", "H", "H", "H", "H", "H", "F", "Cl", "Cl"],
  "xyz": [[0.61, -1.59, 0.14], [-0.20, -0.37, 0.58], [0.22, 0.91, 0.99], [-0.21, 2.47, -2.22], [1.68, -1.53, 0.29], [0.34, -1.83, -0.98], [0.25, -2.41, 0.86], [1.20, 0.99, 1.15], [-1.55, -0.65, 0.39], [-1.21, 2.21, -2.91], [-1.13, 1.80, 1.72]],
  "mulliken_charge": [-0.85, 0.51, -0.50, 0.22, 0.33, 0.24, 0.25, 0.45, -0.24, -0.23, -0.17]
}

Arrangement ii

{
  "formula": "C3H5Cl2F",
  "method": "wB97M-V/def2-TZVPD",
  "multiplicity": 1,
  "smiles": "F[C@@H](Cl)CCCl",
  "lumo_ha": 0.024,
  "homo_lumo_gap_ev": 11.003,
  "symbols": ["C", "C", "C", "H", "H", "H", "H", "H", "F", "Cl", "Cl"],
  "xyz": [[0.91, -0.70, 0.24], [0.05, 0.54, 0.49], [-1.05, 0.36, -0.48], [0.46, -1.72, 0.41], [1.43, -0.80, 1.30], [0.72, 1.51, -0.01], [-0.08, 0.94, 1.71], [-2.00, 0.86, -0.28], [-0.60, 0.93, -1.59], [2.05, -0.70, -1.07], [-1.89, -1.21, -0.73]],
  "mulliken_charge": [-0.56, -0.44, 0.06, 0.38, 0.26, 0.25, 0.33, 0.27, -0.23, -0.15, -0.18]
}

Q: Which of them is the most stable? A: arrangement i.

Arrangement i

{
  "formula": "C2HN2O2",
  "method": "wB97M-V/def2-TZVPD",
  "multiplicity": 1,
  "lumo_ha": 0.133,
  "total_charge": -1,
  "homo_lumo_gap_ev": 8.460,
  "symbols": ["C", "C", "N", "N", "O", "O", "H"],
  "xyz": [[1.25, -0.57, 0.47], [-1.38, -0.53, 1.87], [-0.87, 0.10, 1.00], [1.03, -0.46, -0.72], [1.68, -0.53, -1.87], [-1.90, -1.18, 2.71], [-0.11, -0.25, -0.84]],
  "mulliken_charge": [-0.04, 0.54, -0.74, 0.15, -0.72, -0.60, 0.42]
}

Arrangement ii

{
  "formula": "C2HN2O2",
  "method": "wB97M-V/def2-TZVPD",
  "multiplicity": 1,
  "lumo_ha": 0.124,
  "total_charge": -1,
  "homo_lumo_gap_ev": 8.805,
  "symbols": ["C", "C", "N", "N", "O", "O", "H"],
  "xyz": [[-0.30, 0.14, -2.61], [-0.57, 0.38, -0.13], [0.28, -0.03, -3.59], [-1.66, -0.19, 0.45], [-1.40, -0.26, 1.70], [-2.81, -0.27, 0.08], [0.47, -0.04, -0.22]],
  "mulliken_charge": [-0.19, -0.20, -0.48, 0.77, -0.59, -0.57, 0.27]
}

Q: Which of them is the most stable? A: arrangement i.

Arrangement i

{
  "formula": "CH4O2P2",
  "method": "wB97M-V/def2-TZVPD",
  "multiplicity": 1,
  "smiles": "CPOP=O",
  "lumo_ha": -0.005,
  "homo_lumo_gap_ev": 9.560,
  "symbols": ["C", "O", "O", "P", "P", "H", "H", "H", "H"],
  "xyz": [[-1.25, 0.93, -0.16], [3.38, -0.98, -0.40], [1.08, -0.46, 0.21], [2.44, -1.31, 0.64], [-0.58, -0.58, 0.77], [-0.74, 1.79, 0.17], [-1.10, 0.99, -1.21], [-2.18, 1.29, 0.19], [-1.05, -1.67, -0.20]],
  "mulliken_charge": [-1.06, -0.40, -0.16, 0.35, 0.13, 0.33, 0.35, 0.41, 0.05]
}

Arrangement ii

{
  "formula": "CH4O2P2",
  "method": "wB97M-V/def2-TZVPD",
  "multiplicity": 1,
  "smiles": "C=[PH2]P(=O)=O",
  "lumo_ha": [-0.055, -0.066],
  "homo_lumo_gap_ev": [7.121, 7.316],
  "symbols": ["C", "O", "O", "P", "P", "H", "H", "H", "H"],
  "xyz": [[0.62, 0.06, -1.20], [-1.94, 0.31, 2.25], [-1.60, 1.20, -0.18], [-1.62, 0.08, 0.83], [0.70, -0.70, 0.26], [0.14, -0.29, -2.07], [0.70, 1.13, -1.17], [1.47, 0.14, 1.02], [1.53, -1.93, 0.28]],
  "mulliken_charge": [-0.54, -0.50, -0.50, 0.62, -0.05, 0.37, 0.33, 0.12, 0.15]
}

Q: Which of them is the most stable? A: arrangement i.

Arrangement i

{
  "formula": "H24O12",
  "method": "wB97M-V/def2-TZVPD",
  "multiplicity": 1,
  "smiles": "O.O.O.O.O.O.O.O.O.O.O.O",
  "lumo_ha": -0.018,
  "homo_lumo_gap_ev": 9.290,
  "symbols": ["O", "H", "H", "O", "H", "H", "O", "H", "H", "O", "H", "H", "O", "H", "H", "O", "H", "H", "O", "H", "H", "O", "H", "H", "O", "H", "H", "O", "H", "H", "O", "H", "H", "O", "H", "H"],
  "xyz": [[-2.27, -0.35, 2.35], [-2.58, -0.69, 1.52], [-1.52, -0.90, 2.48], [3.05, -1.87, 1.05], [3.99, -1.87, 1.11], [2.87, -0.94, 0.91], [-1.24, 3.58, -0.48], [-1.59, 2.84, -0.02], [-0.29, 3.61, -0.19], [0.10, 0.12, 0.18], [-0.35, 0.36, -0.63], [0.28, -0.79, 0.15], [2.09, 0.96, -1.23], [1.33, 0.58, -0.73], [2.04, 0.80, -2.19], [-0.14, -1.98, 2.83], [-0.45, -2.82, 3.17], [0.07, -2.27, 1.95], [0.77, 0.80, 2.70], [0.72, -0.11, 2.98], [0.29, 0.79, 1.81], [0.43, -2.68, 0.27], [0.42, -2.73, -0.65], [1.37, -2.76, 0.42], [-1.01, 1.11, -2.09], [-0.61, 1.97, -2.26], [-1.81, 1.36, -1.64], [1.43, 3.28, 0.08], [2.09, 3.80, -0.40], [1.61, 2.37, -0.16], [-0.56, -0.51, -4.14], [-0.95, -0.09, -3.35], [-1.23, -1.12, -4.46], [-2.70, -1.22, -0.07], [-2.82, -0.56, -0.76], [-2.85, -2.06, -0.54]],
  "mulliken_charge": [-0.68, 0.40, 0.35, -0.63, 0.29, 0.31, -0.69, 0.30, 0.40, -0.26, 0.39, 0.20, -0.72, 0.50, 0.29, -0.67, 0.31, 0.36, -0.69, 0.36, 0.29, -0.77, 0.23, 0.31, -0.74, 0.32, 0.27, -0.73, 0.29, 0.40, -0.63, 0.41, 0.32, -0.66, 0.27, 0.29]
}

Arrangement ii

{
  "formula": "H24O12",
  "method": "wB97M-V/def2-TZVPD",
  "multiplicity": 1,
  "smiles": "O.O.O.O.O.O.O.O.O.O.O.O",
  "lumo_ha": -0.004,
  "homo_lumo_gap_ev": 10.880,
  "symbols": ["O", "H", "H", "O", "H", "H", "O", "H", "H", "O", "H", "H", "O", "H", "H", "O", "H", "H", "O", "H", "H", "O", "H", "H", "O", "H", "H", "O", "H", "H", "O", "H", "H", "O", "H", "H"],
  "xyz": [[2.13, 1.99, -4.72], [2.35, 1.33, -4.07], [2.74, 2.70, -4.57], [1.65, -3.65, 0.77], [2.25, -3.07, 1.24], [1.88, -4.53, 1.08], [-4.48, -1.50, 0.64], [-5.21, -1.18, 1.16], [-4.40, -2.42, 0.87], [-1.66, 5.11, -1.12], [-0.89, 4.83, -0.62], [-1.87, 4.36, -1.67], [-0.60, -3.33, 4.02], [-1.27, -3.99, 4.20], [-0.62, -3.23, 3.07], [4.19, 0.51, -1.81], [4.16, 1.28, -1.24], [4.96, 0.66, -2.37], [3.97, -0.88, 2.95], [3.84, -0.01, 3.31], [4.92, -1.02, 2.99], [-5.26, -2.03, -3.44], [-5.47, -2.94, -3.22], [-4.84, -1.69, -2.65], [0.42, -2.45, -3.19], [-0.36, -2.91, -3.51], [0.70, -2.96, -2.43], [-2.54, 3.13, 3.49], [-2.31, 2.64, 2.70], [-2.21, 2.60, 4.21], [-0.64, 0.67, 0.27], [-1.36, 0.04, 0.30], [0.15, 0.14, 0.15], [1.94, 3.96, 0.68], [1.42, 3.31, 1.14], [2.31, 4.51, 1.37]],
  "mulliken_charge": [-0.64, 0.33, 0.31, -0.64, 0.32, 0.31, -0.63, 0.32, 0.31, -0.64, 0.32, 0.32, -0.63, 0.32, 0.32, -0.65, 0.32, 0.32, -0.61, 0.31, 0.31, -0.64, 0.31, 0.33, -0.63, 0.31, 0.31, -0.64, 0.32, 0.32, -0.62, 0.30, 0.32, -0.64, 0.31, 0.32]
}

Arrangement iii

{
  "formula": "H24O12",
  "method": "wB97M-V/def2-TZVPD",
  "multiplicity": 1,
  "smiles": "O.O.O.O.O.O.O.O.O.O.O.O",
  "lumo_ha": -0.004,
  "homo_lumo_gap_ev": 10.004,
  "symbols": ["H", "H", "H", "H", "H", "H", "H", "H", "H", "H", "H", "H", "H", "H", "H", "H", "H", "H", "H", "H", "H", "H", "H", "H", "O", "O", "O", "O", "O", "O", "O", "O", "O", "O", "O", "O"],
  "xyz": [[0.19, 0.25, -0.08], [-0.45, -0.73, -1.03], [-1.69, -2.22, -3.74], [-2.10, -2.59, -2.32], [-3.17, 1.68, 1.14], [-4.55, 2.29, 1.01], [1.97, -1.43, 3.52], [1.23, -2.41, 4.42], [-1.56, -3.88, -1.36], [-0.56, -4.09, -0.23], [2.00, 2.45, 0.59], [2.80, 3.38, -0.30], [0.65, 2.44, -1.79], [1.29, 1.23, -1.14], [-1.41, 1.22, -1.29], [-1.19, 1.76, -2.69], [1.49, 2.18, 3.75], [0.15, 2.77, 4.18], [-0.11, 0.57, -5.49], [0.81, -0.12, -4.50], [3.30, -2.73, 0.76], [2.34, -1.93, -0.10], [-0.16, 0.63, 2.73], [0.53, -0.63, 3.21], [-0.53, -0.38, -0.14], [-1.36, -2.65, -2.94], [-3.67, 2.48, 1.34], [1.41, -2.21, 3.49], [-0.98, -3.40, -0.75], [2.22, 3.38, 0.47], [0.46, 1.71, -1.20], [-1.86, 1.34, -2.14], [0.68, 1.97, 4.24], [0.25, 0.66, -4.60], [2.83, -2.76, -0.08], [0.33, -0.14, 2.41]],
  "mulliken_charge": [0.28, 0.36, 0.29, 0.33, 0.31, 0.32, 0.32, 0.30, 0.29, 0.26, 0.31, 0.31, 0.27, 0.27, 0.43, 0.26, 0.32, 0.32, 0.28, 0.31, 0.30, 0.31, 0.32, 0.29, -0.64, -0.62, -0.63, -0.66, -0.55, -0.60, -0.67, -0.64, -0.64, -0.57, -0.62, -0.52]
}

Arrangement iv

{
  "formula": "H24O12",
  "method": "wB97M-V/def2-TZVPD",
  "multiplicity": 1,
  "smiles": "O.O.O.O.O.O.O.O.O.O.O.O",
  "lumo_ha": -0.009,
  "homo_lumo_gap_ev": 10.513,
  "symbols": ["O", "H", "H", "O", "H", "H", "O", "H", "H", "O", "H", "H", "O", "H", "H", "O", "H", "H", "O", "H", "H", "O", "H", "H", "O", "H", "H", "O", "H", "H", "O", "H", "H", "O", "H", "H"],
  "xyz": [[1.85, -0.67, -2.80], [1.23, -0.99, -2.15], [1.43, 0.09, -3.19], [-1.69, -1.88, 2.32], [-1.80, -2.44, 1.55], [-1.07, -1.21, 2.04], [2.19, -1.69, 0.70], [3.11, -1.55, 0.48], [2.08, -2.64, 0.70], [-0.55, 1.62, -2.49], [-0.93, 2.47, -2.25], [-1.26, 1.00, -2.40], [-2.67, 0.16, -2.31], [-3.37, 0.24, -2.96], [-2.88, 0.81, -1.64], [1.68, 2.47, -0.60], [0.82, 2.08, -0.72], [2.29, 1.75, -0.75], [-1.18, -1.88, -1.92], [-1.91, -1.27, -1.99], [-1.59, -2.73, -1.78], [3.03, 0.93, 2.00], [2.45, 0.27, 2.38], [3.19, 0.63, 1.11], [-3.21, 1.13, 0.57], [-3.81, 1.79, 0.91], [-2.35, 1.56, 0.57], [-0.14, -0.33, 0.14], [0.69, -0.76, 0.35], [-0.57, -0.93, -0.46], [-0.75, 1.93, 1.25], [-0.04, 2.54, 1.42], [-0.31, 1.13, 0.95], [1.70, -1.00, 3.76], [1.93, -1.32, 2.89], [2.41, -1.30, 4.32]],
  "mulliken_charge": [-0.66, 0.30, 0.32, -0.62, 0.27, 0.36, -0.57, 0.24, 0.26, -0.68, 0.27, 0.45, -0.74, 0.25, 0.32, -0.58, 0.33, 0.29, -0.62, 0.37, 0.30, -0.61, 0.30, 0.27, -0.62, 0.28, 0.38, -0.33, 0.27, 0.16, -0.72, 0.36, 0.36, -0.63, 0.37, 0.31]
}

Q: Which of them is the most stable? A: arrangement iv.

Arrangement i

{
  "formula": "CH5NO",
  "method": "wB97M-V/def2-TZVPD",
  "multiplicity": 1,
  "smiles": "C=N.O",
  "lumo_ha": -0.016,
  "homo_lumo_gap_ev": 9.426,
  "symbols": ["C", "N", "H", "H", "H", "H", "H", "O"],
  "xyz": [[-1.42, 0.00, 0.10], [-0.13, -0.41, 0.40], [-2.21, -0.09, 0.83], [-1.71, 0.60, -0.78], [-0.89, -1.34, 0.40], [2.37, 0.71, -0.96], [1.51, 0.12, 0.13], [2.48, 0.41, -0.12]],
  "mulliken_charge": [-0.31, -0.50, 0.27, 0.21, 0.31, 0.28, 0.43, -0.70]
}

Arrangement ii

{
  "formula": "CH5NO",
  "method": "wB97M-V/def2-TZVPD",
  "multiplicity": 1,
  "smiles": "C=O.N",
  "lumo_ha": 0.014,
  "homo_lumo_gap_ev": 10.487,
  "symbols": ["N", "H", "H", "H", "O", "C", "H", "H"],
  "xyz": [[-0.89, 0.29, 1.77], [0.10, 0.67, 1.88], [-1.22, 0.64, 0.91], [-0.94, -0.76, 1.88], [1.30, -0.98, -2.36], [0.73, -0.16, -1.59], [0.23, 0.69, -1.99], [0.69, -0.40, -0.48]],
  "mulliken_charge": [-0.70, 0.24, 0.22, 0.24, -0.43, 0.00, 0.25, 0.17]
}

Q: Which of them is the most stable? A: arrangement ii.

Arrangement i

{
  "formula": "C6H16N2",
  "method": "wB97M-V/def2-TZVPD",
  "multiplicity": 1,
  "smiles": "[H]/N=C(\\C)NC.CCC",
  "lumo_ha": 0.034,
  "homo_lumo_gap_ev": 9.363,
  "symbols": ["C", "C", "C", "H", "H", "H", "H", "H", "H", "H", "H", "C", "C", "N", "C", "N", "H", "H", "H", "H", "H", "H", "H", "H"],
  "xyz": [[-1.36, -1.13, 0.08], [-1.50, -1.06, 1.56], [-2.36, -0.27, -0.69], [-1.39, -2.16, -0.29], [-0.32, -0.68, -0.15], [-2.30, 0.76, -0.34], [-2.14, -0.27, -1.76], [-2.52, -0.90, 1.90], [-1.11, -1.95, 2.06], [-0.72, -0.17, 1.88], [-3.38, -0.63, -0.54], [2.46, -0.53, -1.09], [0.77, 1.85, -0.65], [2.07, -0.05, 0.21], [1.01, 0.81, 0.42], [0.59, 0.91, 1.65], [2.22, -0.67, 0.99], [0.09, 1.77, 1.83], [2.79, 0.30, -1.72], [3.30, -1.22, -0.97], [1.66, -1.06, -1.62], [0.51, 1.37, -1.59], [1.67, 2.45, -0.81], [-0.05, 2.51, -0.37]],
  "mulliken_charge": [0.57, -1.04, -1.32, 0.44, -0.44, 0.26, 0.34, 0.33, 0.29, 0.33, 0.41, -0.84, -1.34, -0.17, 0.60, -0.89, 0.29, 0.23, 0.26, 0.34, 0.26, 0.32, 0.33, 0.42]
}

Arrangement ii

{
  "formula": "C6H16N2",
  "method": "wB97M-V/def2-TZVPD",
  "multiplicity": 1,
  "lumo_ha": -0.093,
  "homo_lumo_gap_ev": 5.453,
  "symbols": ["N", "C", "C", "C", "N", "C", "C", "C", "H", "H", "H", "H", "H", "H", "H", "H", "H", "H", "H", "H", "H", "H", "H", "H"],
  "xyz": [[2.18, 0.52, -0.74], [1.14, 0.28, 0.25], [1.72, -0.76, 1.24], [-0.20, -0.40, -0.30], [-1.35, -0.60, 0.62], [-2.29, 0.49, 0.81], [-3.33, 0.52, -0.41], [0.23, -1.71, -1.02], [-0.41, 0.22, -1.13], [1.91, 1.46, -1.13], [0.83, 1.11, 0.91], [2.47, -0.20, 1.84], [0.91, -1.16, 1.84], [2.16, -1.61, 0.68], [4.48, 2.01, -0.18], [3.97, 2.26, 0.27], [-1.94, 1.56, 0.78], [-2.87, 0.39, 1.82], [-3.67, -0.57, -0.48], [-2.94, 0.89, -1.41], [-4.11, 1.33, -0.33], [1.27, -1.58, -1.46], [0.10, -2.60, -0.49], [-0.29, -1.85, -1.99]],
  "mulliken_charge": [-0.62, 0.14, -1.38, 0.63, -0.42, -0.22, -1.03, -1.70, 0.27, 0.29, 0.38, 0.35, 0.42, 0.30, 0.10, -0.10, 0.23, 0.30, 0.28, 0.26, 0.37, 0.40, 0.39, 0.34]
}

Arrangement iii

{
  "formula": "C6H16N2",
  "method": "wB97M-V/def2-TZVPD",
  "multiplicity": 1,
  "lumo_ha": -0.069,
  "homo_lumo_gap_ev": 5.443,
  "symbols": ["C", "C", "C", "N", "C", "C", "N", "C", "H", "H", "H", "H", "H", "H", "H", "H", "H", "H", "H", "H", "H", "H", "H", "H"],
  "xyz": [[0.19, -0.64, -2.00], [-1.18, 0.04, -1.96], [0.39, -1.87, -1.04], [0.59, -1.68, 0.34], [-0.40, -0.99, 1.02], [0.32, 0.33, 1.29], [-0.30, 1.43, 0.80], [0.53, 2.59, 0.89], [1.01, 0.07, -1.86], [0.29, -1.10, -2.98], [-1.93, -0.73, -2.05], [-1.32, 0.73, -1.13], [-1.25, 0.67, -2.85], [1.21, -2.43, -1.49], [-0.50, -2.47, -1.22], [-1.11, 1.73, 4.82], [-0.68, -1.54, 1.93], [-1.34, -0.82, 0.50], [1.33, 0.18, 0.78], [0.53, 0.40, 2.36], [-1.35, 1.47, 4.16], [0.77, 2.87, 1.92], [0.05, 3.45, 0.42], [1.50, 2.52, 0.36]],
  "mulliken_charge": [-0.30, -1.19, -0.65, -0.46, -0.57, -0.39, -0.47, -0.96, 0.31, 0.37, 0.29, 0.33, 0.35, 0.34, 0.35, 0.15, 0.35, 0.36, 0.41, 0.52, -0.15, 0.33, 0.32, 0.34]
}

Arrangement iv

{
  "formula": "C6H16N2",
  "method": "wB97M-V/def2-TZVPD",
  "multiplicity": 1,
  "lumo_ha": 0.036,
  "homo_lumo_gap_ev": 8.995,
  "symbols": ["C", "C", "C", "C", "C", "C", "N", "N", "H", "H", "H", "H", "H", "H", "H", "H", "H", "H", "H", "H", "H", "H", "H", "H"],
  "xyz": [[0.89, -0.86, -0.27], [-0.89, 0.83, -0.09], [2.13, -0.16, 0.25], [-0.05, -1.37, 1.43], [-2.29, 0.88, -0.67], [-0.33, 2.24, 0.10], [-0.04, -0.02, -0.91], [1.19, -2.02, -1.01], [-0.60, -0.55, -1.56], [-0.86, 0.13, 0.94], [0.39, -2.59, -1.25], [2.14, -2.11, -1.33], [2.68, 0.30, -0.57], [2.78, -0.90, 0.72], [1.87, 0.60, 0.97], [-0.79, -2.08, 1.04], [0.76, -1.96, 1.85], [-0.40, -0.87, 2.34], [-2.73, -0.12, -0.73], [-2.31, 1.33, -1.67], [-2.94, 1.48, -0.02], [-0.38, 2.81, -0.83], [-0.92, 2.77, 0.86], [0.71, 2.23, 0.42]],
  "mulliken_charge": [0.58, 1.06, -1.71, -1.37, -1.61, -1.30, -0.25, -0.45, 0.28, -0.17, 0.20, 0.20, 0.43, 0.43, 0.38, 0.29, 0.42, 0.41, 0.41, 0.39, 0.42, 0.31, 0.34, 0.31]
}

Q: Which of them is the most stable? A: arrangement i.